Entry 1:
Computed, not measured: a molecular structure, C36H72HgN4O4, with ωB97M-V/def2-TZVPD.

Calculated values
LUMO energy (alpha / beta) (eV): 6.50 / 6.49
Total charge: -3
Expectation value of S²: 0.754
Max |F| (eV/Å): 3.15
HOMO-LUMO gap (alpha / beta) (Ha): 0.097 / 0.136
E_HOMO (alpha / beta) (eV): 3.86 / 2.78
2S+1: 2

XYZ file:
```
117
Properties=species:S:1:pos:R:3:forces:R:3
Hg -6.2726 19.6979 -7.5573 0.760 0.602 -0.053
C -8.0787 22.0691 -6.0691 0.984 -1.473 1.478
C -9.2285 21.4908 -6.9147 2.137 1.081 -2.040
C -9.2349 22.4610 -8.2068 -0.863 -1.532 1.261
C -10.2405 21.9439 -9.1988 0.260 -0.208 -0.361
C -9.8820 20.5330 -9.6439 -0.947 -0.029 0.328
C -9.7299 19.5021 -8.4779 0.450 0.333 -0.621
N -8.9259 20.0711 -7.3929 -0.452 1.467 -0.516
O -8.3417 19.1527 -6.4898 -1.180 0.489 -0.232
C -9.0699 18.2572 -9.1431 0.247 0.212 1.379
C -11.1500 19.0536 -8.0497 -0.665 0.267 0.627
C -10.4927 21.7545 -6.1302 -0.958 -1.148 0.090
H -8.1224 21.6762 -5.0533 -0.462 -0.283 0.190
H -7.9685 23.1390 -5.8926 -0.757 0.393 -0.713
H -7.0716 21.7327 -6.3159 -0.096 -0.025 -0.819
H -8.2773 22.5028 -8.7257 0.354 -0.060 0.511
H -9.5283 23.4345 -7.8140 0.129 0.323 -0.138
H -10.2064 22.6139 -10.0579 -0.407 0.060 -0.337
H -11.2618 21.8756 -8.8242 -0.138 0.483 0.187
H -9.0751 20.5595 -10.3763 0.454 -0.265 0.430
H -10.7647 20.1746 -10.1735 -0.090 -0.183 -0.535
H -8.9704 17.5462 -8.3229 0.062 -0.376 -0.130
H -8.0613 18.4263 -9.5202 0.059 0.339 0.026
H -9.6870 17.8468 -9.9424 -0.249 0.078 -0.050
H -11.7541 19.8995 -7.7217 -0.084 0.364 -0.336
H -11.2239 18.4172 -7.1679 0.799 -0.318 0.043
H -11.6997 18.5377 -8.8371 -0.011 -0.041 -0.333
H -10.4885 22.6517 -5.5113 0.257 0.146 -0.081
H -10.6321 20.8860 -5.4865 -0.066 -0.018 0.329
H -11.3593 21.7838 -6.7908 -0.216 0.143 0.036
C -6.2213 21.2354 -3.0531 0.545 -0.270 -1.768
C -5.1635 20.0720 -3.0473 -0.609 -0.762 1.174
C -5.1186 19.6608 -1.5446 1.881 -1.071 -0.272
C -4.2027 18.4079 -1.3670 -0.542 0.189 -0.289
C -4.7063 17.1875 -2.1844 0.459 1.375 1.559
C -4.8552 17.5353 -3.6545 -0.811 -0.485 0.239
N -5.6047 18.8342 -3.7757 -0.435 0.343 -0.960
O -5.8417 19.1267 -5.1588 0.956 -0.259 1.489
C -5.7125 16.3420 -4.2370 -0.190 0.507 -0.039
C -3.4333 17.4968 -4.2346 -0.459 0.802 -0.193
C -3.8358 20.7681 -3.5422 -0.052 -0.083 0.612
H -6.3055 21.5796 -4.0839 0.133 -0.012 -0.119
H -5.7558 22.0617 -2.5159 -0.219 0.058 0.400
H -7.2636 21.0856 -2.7717 0.197 -0.659 0.514
H -6.0934 19.4677 -1.0968 -0.222 0.062 -0.365
H -4.6231 20.4484 -0.9770 -0.142 0.404 0.157
H -4.1382 18.1243 -0.3165 -0.054 -0.029 0.325
H -3.1922 18.7033 -1.6493 0.138 -0.053 -0.169
H -5.6224 16.9086 -1.6639 -0.486 -0.155 -0.472
H -4.0118 16.3626 -2.0255 0.167 -0.238 -0.195
H -6.0362 16.4245 -5.2745 0.114 0.536 0.120
H -6.5954 16.1714 -3.6210 -0.325 0.535 0.014
H -5.2233 15.3712 -4.1574 0.815 0.000 0.067
H -3.4647 17.8762 -5.2559 0.083 -0.156 -0.112
H -3.0116 16.4945 -4.1587 0.031 -0.105 -0.207
H -2.8264 18.1809 -3.6415 0.283 -0.017 -0.094
H -3.4730 20.3445 -4.4787 -0.429 0.380 -0.198
H -2.9848 20.7908 -2.8615 0.174 -1.041 0.639
H -3.9683 21.8500 -3.5441 -0.381 0.053 -1.012
C -6.4174 24.9372 -8.3030 0.537 0.476 -0.271
C -5.2380 24.3879 -9.1451 1.022 -1.130 0.886
C -4.1988 25.5131 -9.3554 0.718 0.210 1.043
C -3.3514 25.8195 -8.0619 -0.935 -0.778 -1.596
C -2.6703 24.5450 -7.5782 -0.752 0.807 0.280
C -3.6395 23.3947 -7.3112 -0.671 -0.867 -0.877
N -4.5452 23.2451 -8.4659 0.028 -1.065 -1.585
O -5.3321 22.0060 -8.4937 0.574 2.252 0.503
C -4.3784 23.5907 -6.0135 -0.257 -0.259 1.217
C -2.7334 22.1418 -7.1030 1.398 0.353 -0.885
C -5.7348 23.9481 -10.5272 -0.130 -0.618 -0.794
H -7.0785 25.5658 -8.8995 -0.380 -0.133 -0.295
H -5.9734 25.6462 -7.6042 -0.204 -0.165 0.530
H -6.9653 24.1407 -7.7995 0.161 0.014 -0.090
H -4.7213 26.4041 -9.7035 -0.081 0.319 -0.033
H -3.4464 25.2630 -10.1034 -0.239 -0.393 -0.346
H -4.0272 26.2484 -7.3219 0.313 0.105 0.315
H -2.5237 26.4853 -8.3067 -0.248 0.638 -0.004
H -2.1949 24.8946 -6.6618 0.468 -0.616 0.354
H -1.9152 24.2365 -8.3012 0.026 -0.015 -0.063
H -4.9179 22.6876 -5.7280 -0.143 -0.138 -0.359
H -5.0985 24.4078 -5.9702 0.147 0.208 -0.193
H -3.6297 23.7013 -5.2290 0.043 0.327 0.375
H -1.9266 22.1350 -7.8358 -0.346 0.019 -1.177
H -3.0614 21.1023 -7.1041 -0.928 0.414 0.280
H -2.0230 22.3511 -6.3032 -0.571 -0.061 1.184
H -4.9834 23.6020 -11.2369 0.861 0.136 0.405
H -6.2186 24.7574 -11.0742 -0.292 0.462 0.233
H -6.3945 23.0814 -10.5680 -0.301 0.113 0.839
C -3.8736 18.3492 -12.1709 0.304 1.584 1.256
C -5.1653 18.6108 -11.2698 -1.066 -0.123 -0.752
C -6.2521 17.7513 -11.9844 -0.037 -1.169 0.731
C -6.1696 16.2810 -11.5693 0.922 0.752 -0.762
C -5.9101 15.9997 -10.1193 -0.836 0.070 0.909
C -4.8734 16.8718 -9.3523 -0.356 0.808 0.468
N -5.1195 18.3081 -9.7640 0.583 0.412 -1.476
O -4.3359 19.3253 -9.0372 -0.672 -2.231 -1.229
C -3.4075 16.3163 -9.6166 -1.497 0.578 -0.232
C -5.2411 16.8310 -7.7925 1.885 -0.880 -1.549
C -5.7620 20.0504 -11.5256 1.199 -0.694 0.461
H -3.1473 19.0969 -11.8523 0.551 -0.352 0.718
H -3.9291 18.6795 -13.2081 -0.922 -0.388 -0.379
H -3.4568 17.3439 -12.1102 -0.097 0.156 0.013
H -6.0633 17.7887 -13.0573 0.084 0.137 -0.193
H -7.2946 18.0563 -11.8939 0.045 0.590 0.628
H -5.2921 15.9012 -12.0925 -0.068 -0.505 -0.490
H -7.0821 15.7774 -11.8883 0.101 -0.388 -0.173
H -5.7042 14.9295 -10.0987 0.602 -0.239 0.468
H -6.8727 16.0534 -9.6109 -0.075 0.393 0.368
H -3.2281 15.4283 -9.0106 0.252 0.147 0.336
H -2.7025 17.1377 -9.4884 0.114 -0.159 0.325
H -3.3729 15.9841 -10.6541 0.161 -0.043 -0.126
H -5.1392 15.8076 -7.4313 -0.720 -0.686 -0.271
H -6.2091 17.2799 -7.5697 0.203 -0.127 0.082
H -4.4023 17.2354 -7.2261 -0.384 1.015 -0.084
H -6.6752 20.0841 -10.9314 0.227 0.481 0.271
H -6.0397 20.1743 -12.5723 -0.080 -0.380 -0.361
H -5.0616 20.8614 -11.3260 -0.167 -0.041 0.704
```
Positions in Å, forces in eV/Å.



Entry 2:
Computed, not measured: a single C19H25N3O3S molecule, with ωB97M-V/def2-TZVPD.

Calculated values
LUMO energy (eV): 0.60
Total charge: 0
Energy above the lowest of the compared OMol25 structures with the same formula, charge and spin (kcal per mole): 40.8
Max |F| (eV/Å): 1.00
HOMO-LUMO gap (Ha): 0.368
E_HOMO (eV): -9.43

XYZ file:
```
51
Properties=species:S:1:pos:R:3:forces:R:3
C -0.4813 4.8192 -0.2205 0.322 0.078 0.052
C 0.9528 4.6876 0.2910 -0.049 -0.198 0.009
C 0.9780 4.5374 1.8088 0.086 0.155 -0.218
C 1.6760 3.5119 -0.3841 0.497 0.610 0.008
N 1.0779 2.2191 -0.1440 0.139 -0.551 0.828
S 1.5457 1.3295 1.1649 -0.293 -0.405 -0.487
O 0.5048 1.2606 2.1626 -0.011 0.024 -0.175
O 2.8547 1.7361 1.5847 0.100 0.084 -0.187
C 1.6127 -0.3332 0.4943 -0.115 0.564 0.014
C 1.1957 -0.6302 -0.7870 0.053 0.071 -0.106
C 1.0695 -1.9548 -1.1730 0.128 -0.125 0.139
C 1.3745 -2.9831 -0.2904 0.179 0.098 -0.204
C 1.0931 -4.4136 -0.6472 -0.045 -0.047 0.116
C -0.0836 -4.9557 0.1857 -0.044 -0.053 -0.291
C -1.3303 -4.1066 -0.0138 0.422 -0.215 0.555
O -2.1882 -4.3733 -0.8286 -0.314 -0.084 -0.471
N -1.4143 -3.0422 0.8184 -0.154 0.251 0.352
C -2.5142 -2.0973 0.7514 -0.040 -0.067 -0.138
C -2.2561 -0.9937 -0.2404 -0.118 0.049 -0.105
C -2.4457 -1.2153 -1.6008 0.017 0.148 0.074
C -2.1943 -0.1868 -2.4931 0.020 -0.017 0.079
C -1.7580 1.0273 -1.9882 -0.047 -0.031 -0.257
N -1.5611 1.2437 -0.6970 0.021 0.364 0.066
C -1.8003 0.2587 0.1552 -0.264 -0.384 0.103
C 1.8642 -2.6624 0.9746 0.050 0.150 -0.063
C 1.9693 -1.3418 1.3710 0.044 -0.084 0.196
H -0.9477 5.7071 0.2000 -0.110 0.057 0.022
H -1.0770 3.9555 0.0668 -0.140 -0.094 0.025
H -0.4958 4.9060 -1.3053 -0.079 0.019 -0.153
H 1.5046 5.5945 0.0164 0.007 -0.078 -0.032
H 0.4547 3.6346 2.1142 -0.108 0.021 0.109
H 0.5004 5.3922 2.2830 -0.052 0.056 0.079
H 2.0023 4.4667 2.1670 0.093 -0.003 0.118
H 1.7085 3.6699 -1.4685 0.051 -0.020 0.095
H 2.6986 3.4401 -0.0081 0.028 0.195 -0.190
H 0.0668 2.1838 -0.2675 -0.211 -0.186 0.022
H 0.9572 0.1712 -1.4669 -0.061 0.041 -0.086
H 0.7090 -2.1919 -2.1632 -0.055 -0.021 -0.104
H 1.9714 -5.0330 -0.4524 -0.015 -0.011 -0.074
H 0.8438 -4.4915 -1.7060 0.051 -0.032 -0.008
H -0.3139 -5.9699 -0.1420 -0.064 0.054 0.089
H 0.1830 -4.9753 1.2428 0.029 -0.028 0.016
H -0.6136 -2.7764 1.3702 0.011 -0.119 -0.057
H -2.6734 -1.6831 1.7490 -0.048 -0.056 -0.068
H -3.3955 -2.6660 0.4401 0.059 0.138 0.164
H -2.7825 -2.1833 -1.9419 -0.038 -0.106 -0.020
H -2.3367 -0.3225 -3.5539 -0.012 0.017 -0.096
H -1.5519 1.8679 -2.6381 0.005 0.021 -0.143
H -1.6060 0.4882 1.1950 -0.022 -0.084 0.124
H 2.1432 -3.4534 1.6562 0.032 -0.079 0.103
H 2.3092 -1.0726 2.3586 0.067 -0.086 0.179
```
Positions in Å, forces in eV/Å.



Entry 3:
Computed, not measured: a molecular structure, C2H3FNP, with ωB97M-V/def2-TZVPD.

Calculated values
LUMO energy (eV): 0.18
Total charge: 0
Energy above the lowest of the compared OMol25 structures with the same formula, charge and spin (kcal per mole): 15.0
Max |F| (eV/Å): 4.40
HOMO-LUMO gap (Ha): 0.336
E_HOMO (eV): -8.96

XYZ file:
```
8
Properties=species:S:1:pos:R:3:forces:R:3
C 0.2759 -0.3594 -0.4151 -1.707 0.752 1.177
C -0.8390 0.5406 -0.0865 -1.096 4.123 -1.072
N 1.2983 -0.3948 -1.0928 1.839 -0.488 -1.193
F 0.4975 -0.0923 2.0425 0.054 -0.091 0.560
P -0.5924 -0.8454 1.1247 -0.065 0.289 -0.114
H -0.7954 1.8673 0.1044 0.453 -4.328 -0.174
H -1.7307 0.5041 -0.7811 0.863 -0.604 0.882
H 1.8857 -1.2202 -0.8961 -0.340 0.347 -0.066
```
Positions in Å, forces in eV/Å.



Entry 4:
Computed, not measured: a gas-phase ion, C5H12N2 (charge -1), with ωB97M-V/def2-TZVPD.

Calculated values
LUMO energy (alpha / beta) (eV): 3.61 / 3.55
Total charge: -1
Energy above the lowest of the compared OMol25 structures with the same formula, charge and spin (kcal per mole): 21.0
Expectation value of S²: 0.751
Max |F| (eV/Å): 1.52
HOMO-LUMO gap (alpha / beta) (Ha): 0.085 / 0.263
E_HOMO (alpha / beta) (eV): 1.30 / -3.61
2S+1: 2

XYZ file:
```
19
Properties=species:S:1:pos:R:3:forces:R:3
C -1.8843 0.6306 -1.0448 -0.350 0.171 0.181
C -0.4744 0.0836 -1.2226 0.212 0.874 0.234
C 0.4152 0.5925 -0.0815 -0.259 -0.483 0.873
C 0.2444 -0.2173 1.1961 -0.139 -0.881 -1.155
C 1.2785 -1.0058 1.6137 -0.043 1.462 0.427
N 1.4304 -1.6967 2.7800 -0.637 -0.931 0.180
N 0.0735 0.5240 -2.5146 -0.012 0.022 -0.550
H -2.3025 0.4271 -0.0575 0.099 -0.201 0.022
H -1.8627 1.7209 -1.1340 0.071 0.021 -0.071
H -2.5965 0.2547 -1.7844 0.101 -0.113 -0.088
H -0.4839 -1.0037 -1.1454 0.030 -0.084 -0.284
H 0.2258 1.6539 0.1052 -0.321 0.123 -0.101
H 1.4663 0.5694 -0.3185 0.527 -0.251 -0.531
H -0.7880 -0.5228 1.3517 0.043 0.377 0.815
H 2.1730 -0.8893 1.0208 0.454 0.007 0.274
H 0.6490 -1.6544 3.4234 -0.055 0.112 -0.038
H 2.3127 -1.6794 3.3079 0.272 0.135 -0.513
H -0.6355 0.9543 -3.0992 -0.154 -0.252 0.037
H 0.7590 1.2586 -2.3963 0.161 -0.108 0.289
```
Positions in Å, forces in eV/Å.



Entry 5:
Computed, not measured: a single C5H9NO molecule, with ωB97M-V/def2-TZVPD.

Calculated values
LUMO energy (eV): 0.92
Total charge: 0
Energy above the lowest of the compared OMol25 structures with the same formula, charge and spin (kcal per mole): 17.5
Max |F| (eV/Å): 0.38
HOMO-LUMO gap (Ha): 0.388
E_HOMO (eV): -9.64

XYZ file:
```
16
Properties=species:S:1:pos:R:3:forces:R:3
C -1.1210 0.1136 -1.2837 0.004 -0.031 -0.122
C -0.9639 0.1080 0.2272 -0.196 -0.069 -0.026
C -0.5024 1.4988 0.6679 -0.107 0.270 -0.050
O -0.9943 2.6000 0.6628 0.243 -0.281 0.098
N 0.7401 1.0203 0.9848 0.010 0.154 0.027
C 0.3947 -0.3957 0.7971 -0.003 -0.243 0.008
C 1.3135 -1.2446 -0.0615 0.050 0.035 -0.036
H -2.0083 0.6949 -1.5483 0.062 -0.145 -0.008
H -1.2014 -0.8906 -1.7078 -0.062 0.077 0.063
H -0.2647 0.6153 -1.7431 -0.058 -0.088 -0.030
H -1.8489 -0.2823 0.7360 0.104 0.080 -0.050
H 1.5608 1.5001 1.3183 0.019 -0.081 0.119
H 0.2452 -0.9084 1.7567 0.028 0.133 -0.084
H 1.5090 -0.8072 -1.0446 -0.073 0.017 0.146
H 0.8679 -2.2362 -0.2076 0.075 0.172 0.030
H 2.2737 -1.3859 0.4456 -0.096 -0.001 -0.084
```
Positions in Å, forces in eV/Å.



Entry 6:
Computed, not measured: 2 unconnected molecules or ions with the total composition C5H11NO3S2, with ωB97M-V/def2-TZVPD.

Calculated values
LUMO energy (alpha / beta) (eV): -1.42 / -0.32
Total charge: 0
Energy above the lowest of the compared OMol25 structures with the same formula, charge and spin (kcal per mole): 89.9
Max |F| (eV/Å): 2.70
HOMO-LUMO gap (alpha / beta) (Ha): 0.279 / 0.322
E_HOMO (alpha / beta) (eV): -9.02 / -9.07

XYZ file:
```
22
Properties=species:S:1:pos:R:3:forces:R:3
C 0.3913 1.5175 -0.4520 0.298 1.949 -1.546
C 1.3315 0.2080 2.3538 -1.328 0.914 -2.037
C -2.1772 -1.2789 1.4731 1.797 1.990 0.340
C 1.6352 -0.6977 -2.0075 0.183 -2.000 -0.365
C -0.0827 0.2462 0.0670 -0.364 -0.476 1.748
N -0.2475 1.8581 -1.6116 -1.577 -1.409 -0.026
O 1.2997 2.2368 -0.0777 0.240 -0.505 0.923
O -2.6475 0.3630 -0.5892 -0.225 0.248 -0.030
O 0.5898 -2.1602 -0.1204 0.181 -1.932 0.902
S -1.8635 0.4004 0.6794 0.896 -1.048 -0.514
S 0.1580 -1.1355 -1.0649 0.208 0.299 0.257
H 1.9192 -0.5919 1.9041 -0.126 0.143 0.455
H 1.6014 1.2746 2.1714 -0.064 -1.128 0.311
H 0.3392 0.0127 2.7804 0.772 -0.119 0.182
H -3.1246 -1.5845 1.0762 -0.017 -0.684 -0.419
H -2.2537 -1.0106 2.5056 -0.625 0.197 0.838
H -1.2346 -1.8292 1.4792 -0.571 -0.696 -0.943
H 1.9860 -1.6824 -2.5338 -0.356 1.565 1.665
H 2.3776 -0.1129 -1.4653 0.052 -0.314 -0.089
H 1.2075 -0.2064 -2.8220 -0.301 1.550 -1.355
H -1.1619 1.3964 -1.8154 0.980 0.857 0.136
H -0.0430 2.7766 -1.9304 -0.053 0.599 -0.434
```
Positions in Å, forces in eV/Å.